A cluster of 6 separate species, C35H35F5NO6PS in total at a distorted geometry, computed with wB97M-V/def2-TZVPD.

Geometry as ORCA input:
```
! RIJCOSX wB97M-V def2-TZVPD def2/J DEFGRID3
* xyz 0 1
C -6.017 6.009 1.149
C -7.344 5.362 1.890
O -8.548 5.577 1.354
O -7.094 4.530 3.097
C -7.287 3.100 2.811
C -6.415 2.559 1.498
N -4.954 2.771 1.823
C -4.040 2.503 0.648
O -3.157 3.486 0.339
O -4.125 1.199 -0.024
P -4.870 1.298 -1.593
O -6.402 0.418 -1.698
O -3.774 0.448 -2.702
S -5.189 3.098 -2.254
H -5.016 5.849 1.778
H -5.899 5.500 0.079
H -6.158 7.166 0.989
H -6.829 2.512 3.742
H -8.401 2.769 2.664
H -6.772 3.021 0.483
H -6.601 1.382 1.443
H -4.763 3.690 2.281
H -7.119 1.089 -1.500
H -4.000 0.672 -3.652
F 2.629 2.658 4.500
C 1.524 2.782 3.752
C 1.573 2.459 2.401
C 0.421 2.583 1.623
C -0.764 3.040 2.204
C -0.801 3.367 3.560
C 0.347 3.232 4.340
H 2.504 2.113 1.965
H 0.447 2.325 0.567
H -1.661 3.141 1.596
H -1.724 3.727 4.009
H 0.334 3.474 5.398
F 3.045 2.035 -0.201
C 3.986 1.234 -0.718
C 4.461 1.476 -2.002
C 5.445 0.646 -2.539
C 5.935 -0.426 -1.788
C 5.448 -0.664 -0.502
C 4.473 0.173 0.038
H 4.063 2.308 -2.573
H 5.829 0.831 -3.539
H 6.699 -1.076 -2.209
H 5.828 -1.501 0.078
H 4.089 0.008 1.040
F 2.717 -5.186 -0.603
C 1.851 -4.264 -0.162
C 0.683 -4.671 0.473
C -0.217 -3.711 0.937
C 0.057 -2.354 0.751
C 1.230 -1.956 0.108
C 2.135 -2.915 -0.346
H 0.483 -5.730 0.601
H -1.129 -4.019 1.441
H -0.647 -1.606 1.109
H 1.439 -0.899 -0.039
H 3.056 -2.623 -0.839
F -3.150 -5.532 2.755
C -4.099 -5.657 1.818
C -3.729 -5.812 0.486
C -4.717 -5.948 -0.489
C -6.065 -5.916 -0.124
C -6.426 -5.754 1.215
C -5.438 -5.630 2.191
H -2.677 -5.827 0.220
H -4.438 -6.078 -1.532
H -6.835 -6.017 -0.886
H -7.476 -5.725 1.497
H -5.701 -5.513 3.238
F 7.994 -1.604 -4.215
C 9.226 -1.082 -4.169
C 9.802 -0.795 -2.936
C 11.088 -0.256 -2.887
C 11.779 0.001 -4.074
C 11.190 -0.285 -5.306
C 9.909 -0.834 -5.354
H 9.247 -0.994 -2.025
H 11.550 -0.036 -1.928
H 12.780 0.426 -4.036
H 11.729 -0.080 -6.229
H 9.440 -1.071 -6.303
*
```

Its orbital gap is 8.155 eV. The structure (SMILES) is CC(=O)OCCNC(=O)OP(O)(O)=S.Fc1ccccc1.Fc1ccccc1.Fc1ccccc1.Fc1ccccc1.Fc1ccccc1. Its HOMO energy is -8.91 eV. As for the electronic energy: -3099.665522 hartree.